# 1
The molecule C22H27N3O5S in a non-equilibrium geometry, computed with the ωB97M-V functional and the def2-TZVPD basis.

The SMILES is CN(Cc1ccccc1)S(=O)(=O)c1ccc(OCC(=O)N2CCC(C(N)=O)CC2)cc1. The calculation puts the frontier orbital gap at 9.467 eV.

The geometry in XYZ format:
```
58
Properties=species:S:1:pos:R:3:forces:R:3
C -3.3039 -3.3247 -0.5871 0.2 -0.5 0.1
N -3.0669 -1.9129 -0.3749 0.8 0.3 0.5
C -4.2700 -1.1355 -0.1083 -0.3 0.3 0.1
C -3.9511 0.3302 -0.1868 -0.4 0.3 0.0
C -3.9389 1.1207 0.9533 -0.2 0.0 -0.1
C -3.5880 2.4576 0.8722 -0.1 0.1 0.0
C -3.2470 3.0151 -0.3477 0.0 0.1 0.1
C -3.2712 2.2353 -1.4917 0.0 0.0 -0.1
C -3.6256 0.9016 -1.4115 -0.2 0.1 0.1
S -1.8534 -1.5676 0.7423 0.5 0.1 -0.4
O -0.8559 -2.6051 0.6364 -0.2 -0.2 -0.2
O -2.3881 -1.3046 2.0469 -0.2 0.2 0.0
C -1.0621 -0.1163 0.0849 -0.2 -0.4 0.3
C -0.6633 0.8912 0.9378 -0.1 -0.2 0.0
C 0.1730 1.8930 0.4790 0.2 0.2 -0.2
C 0.6238 1.8609 -0.8388 -0.3 -0.3 0.1
O 1.5643 2.6995 -1.3469 -0.1 0.0 -0.2
C 2.4147 3.3632 -0.4284 0.1 0.2 0.2
C 2.9478 2.4703 0.7055 0.0 0.3 -0.2
O 2.8847 2.8723 1.8542 -0.1 0.3 0.2
N 3.4319 1.2574 0.3850 0.1 -0.3 0.1
C 3.7970 0.7843 -0.9336 0.0 -0.1 -0.4
C 3.2095 -0.6028 -1.2078 0.2 0.1 0.1
C 3.6210 -1.5769 -0.1013 -0.2 -0.2 -0.1
C 3.1376 -2.9881 -0.4356 0.3 0.5 0.1
N 1.8282 -3.2454 -0.2714 -0.6 -0.2 0.1
O 3.9053 -3.8163 -0.8817 0.3 -0.3 -0.2
C 3.1430 -1.0171 1.2370 0.3 0.0 -0.1
C 3.7969 0.3471 1.4568 -0.3 -0.1 0.4
C 0.1394 0.8838 -1.7155 0.0 0.1 0.1
C -0.6872 -0.1143 -1.2469 0.2 0.1 -0.1
H -2.3366 -3.8204 -0.5858 -0.1 -0.2 -0.1
H -3.9298 -3.7621 0.1985 0.0 0.0 0.0
H -3.7878 -3.4643 -1.5544 0.0 0.0 0.0
H -5.0074 -1.4053 -0.8704 0.1 0.0 0.1
H -4.6722 -1.3838 0.8830 -0.1 0.0 -0.2
H -4.1857 0.6814 1.9076 0.0 -0.1 0.1
H -3.5778 3.0645 1.7651 0.0 0.1 0.1
H -2.9677 4.0564 -0.4088 0.0 0.1 0.0
H -3.0134 2.6677 -2.4471 0.0 0.0 -0.1
H -3.6444 0.2906 -2.3019 0.0 -0.1 -0.1
H -0.9921 0.8666 1.9641 0.0 0.1 0.2
H 0.4903 2.6646 1.1600 0.1 0.1 0.1
H 3.2418 3.7581 -1.0256 -0.1 0.0 0.1
H 1.9008 4.2066 0.0484 0.1 -0.2 0.0
H 4.8931 0.7195 -0.9788 -0.1 0.0 -0.1
H 3.4613 1.4846 -1.6956 0.1 0.0 0.1
H 2.1212 -0.5430 -1.2496 0.0 0.0 0.0
H 3.5741 -0.9555 -2.1735 0.0 0.0 -0.1
H 4.7151 -1.6439 -0.0850 -0.1 -0.1 0.0
H 1.1455 -2.6467 0.1659 0.1 0.1 0.0
H 1.5197 -4.1832 -0.4720 0.1 0.0 0.0
H 2.0566 -0.9011 1.2398 -0.1 0.0 0.1
H 3.4212 -1.6838 2.0536 0.0 0.0 0.1
H 4.8875 0.2363 1.4814 0.0 0.0 0.0
H 3.4691 0.7975 2.3948 0.1 -0.1 -0.1
H 0.4670 0.9060 -2.7430 0.1 0.0 -0.1
H -1.0245 -0.9116 -1.8890 0.0 -0.1 -0.2
```
Forces are in eV/Å.

# 2
C22H27N3O6 as an isolated structure in a non-equilibrium geometry, computed with the ωB97M-V functional and the def2-TZVPD basis.

The calculation puts the frontier orbital gap at 8.216 eV.

The geometry in XYZ format:
```
58
Properties=species:S:1:pos:R:3:forces:R:3
C -4.7455 -1.4748 -3.9851 3.1 2.5 -5.2
C -3.6327 -2.1474 -3.4833 4.0 -1.3 2.1
C -3.9163 -2.8716 -2.2545 3.6 4.2 5.1
C -2.6705 -3.5081 -1.5550 0.9 1.0 -1.9
C -1.5815 -2.3837 -1.2368 6.5 -5.6 -2.4
O -0.3931 -2.5842 -1.7831 -5.0 1.7 1.4
N -1.6738 -1.7389 -0.0476 2.7 0.2 -3.5
C -0.9195 -0.5693 0.1618 -0.9 2.4 3.8
C 0.3774 -0.2855 -0.3015 -6.8 -1.8 2.0
C 1.0375 0.6794 0.2970 10.7 -4.4 -10.9
C 0.7211 1.3315 1.2265 -6.5 8.7 12.1
C -0.5903 1.2028 1.7246 -5.7 -2.2 2.5
C -1.5994 0.2613 1.3515 8.7 -1.9 -6.7
O -2.6996 -0.3411 1.6448 -3.1 3.5 2.7
C -3.4648 0.6869 2.5280 4.0 -11.9 7.4
C -3.8852 1.7892 2.0367 -6.8 10.2 -6.7
H -4.6202 2.4477 2.7755 2.1 -1.9 -1.9
H -3.1047 2.4195 1.6446 0.1 0.7 0.0
H -4.6436 1.5567 0.9287 2.1 0.7 3.4
H -2.7658 0.7055 3.5078 -1.3 0.5 -2.1
H -4.2668 0.0532 2.8766 -0.3 -0.3 0.1
H -0.9124 1.6060 2.6883 0.9 0.9 -0.2
N 1.3098 2.3913 1.9052 1.1 2.6 2.4
C 2.6295 2.4876 2.4532 -5.2 9.9 -2.5
O 2.9210 3.7096 2.7466 0.0 -4.5 0.8
C 3.3890 1.4342 2.0917 4.4 -3.6 2.1
C 3.1661 0.3572 2.9640 6.3 -2.5 -6.0
C 4.2459 -0.7963 2.5817 -5.0 5.1 3.0
C 5.4167 -0.6107 2.0848 3.2 -1.9 -4.0
C 5.5116 0.5572 1.3384 2.5 4.3 -2.9
C 4.6354 1.6080 1.2497 -3.0 -2.6 4.0
N 4.7610 2.9316 0.5213 -0.2 -8.8 4.2
O 3.7874 3.4360 0.3113 -7.1 5.3 -2.3
O 5.8322 3.1133 0.2232 8.4 3.2 -2.9
H 6.4169 0.8057 0.7255 -0.5 -0.7 0.6
H 6.1470 -1.4975 1.7574 -1.5 2.1 1.4
H 3.9924 -1.5385 3.1524 -1.1 -5.0 2.6
H 2.4422 -0.0714 3.5785 -1.5 0.6 0.9
H 0.6897 3.2330 2.2232 1.6 -2.3 -1.0
O 2.5079 0.9276 -0.1795 -7.0 1.9 7.4
C 2.7157 0.3715 -1.2861 6.1 0.3 -4.4
C 2.2748 0.9541 -2.4776 -8.3 7.6 -2.5
H 2.6089 0.8103 -3.4443 1.0 -1.6 -1.6
H 1.0057 0.9038 -2.4747 3.1 -0.2 -0.6
H 2.2640 2.2773 -2.6040 0.5 -3.6 1.2
H 2.5565 -0.6204 -1.4380 0.1 -3.6 0.5
H 3.7369 0.7518 -1.3500 1.7 -1.8 -0.5
H 0.5276 -0.9961 -0.9651 2.4 -2.7 -3.5
H -2.6089 -1.7353 0.0570 -3.9 1.1 2.0
H -2.7234 -4.0426 -0.5981 -0.9 0.1 -0.3
H -2.2618 -4.2609 -2.3341 0.0 1.4 1.4
H -4.6300 -3.5009 -2.3518 -4.8 -4.6 -0.8
H -4.3340 -2.0732 -1.5660 0.2 -0.8 -0.1
H -3.2100 -2.8999 -4.0563 1.0 -1.1 -2.2
H -2.8100 -1.4769 -3.1979 0.0 0.2 -0.6
H -5.0374 -0.8560 -3.2937 -1.7 4.1 3.6
H -5.5402 -2.0067 -4.1877 -4.0 -3.3 -1.5
H -4.3860 -0.9131 -4.9053 -1.0 -0.4 0.9
```
Forces are in eV/Å.

Calculated E_tot in order - -48795.9524 -39986.5405 eV
Calculated molecular weight in order - 445.54 429.47 u
Calculated E_HOMO in order - -8.96 -8.08 eV